This record from the OMol25 dataset describes C50H132ClNO24Y as an isolated structure in a non-equilibrium geometry. The level of theory is ωB97M-V/def2-TZVPD.

Last column: Mulliken charge in e.
CARTESIAN COORDINATES (ANGSTROEM)
1 Y 2.64080 2.40478 2.49510  0.899
2 C 2.80316 0.48967 -0.62922  -1.422
3 C 1.22820 0.34138 -0.67291  1.377
4 C 0.96969 -1.23260 -0.58324  0.188
5 C -0.54249 -1.49780 -0.55071  0.346
6 C -1.15293 -0.78275 0.64963  -1.122
7 C -0.99240 0.76678 0.65569  2.316
8 N 0.51798 0.96011 0.44835  1.438
9 O 0.94163 2.35951 0.68259  -0.424
10 C -1.40110 1.18381 2.11019  -0.509
11 C -1.98254 1.57541 -0.32593  0.411
12 C 0.84721 0.84451 -2.11435  -0.817
13 H 3.39350 -0.03748 -1.37869  0.083
14 H 3.09483 -0.06376 0.26338  0.178
15 H 3.10411 1.50516 -0.88672  0.160
16 H 1.38129 -1.73902 0.28981  -0.679
17 H 1.30045 -1.74105 -1.48888  0.310
18 H -0.71487 -2.54747 -0.31286  -0.314
19 H -1.10832 -1.27257 -1.45471  0.269
20 H -0.89401 -1.21009 1.61836  -0.357
21 H -2.21725 -0.93026 0.46640  0.443
22 H -1.32164 2.26438 2.22919  -0.582
23 H -0.83138 0.71212 2.91083  0.254
24 H -2.43788 0.94622 2.34840  -0.354
25 H -1.57312 2.47984 -0.77591  -0.653
26 H -2.94388 1.85700 0.10377  -0.304
27 H -2.20170 0.89853 -1.15170  -0.286
28 H 1.14185 0.15125 -2.90218  -0.088
29 H 1.40594 1.77133 -2.24444  0.581
30 H -0.19636 1.00079 -2.38756  -0.160
31 Cl 2.50310 -0.21767 3.08458  -0.616
32 C -0.89983 7.41771 -1.35347  -1.645
33 C -0.98908 5.84584 -1.36441  1.297
34 C -1.03315 5.05534 -2.61638  -0.847
35 O 0.21009 5.33764 -0.76612  -0.513
36 H -1.11912 7.82103 -0.36487  0.338
37 H -1.64698 7.89904 -1.98450  0.378
38 H 0.09225 7.83009 -1.53734  0.386
39 H -1.89671 5.57480 -0.82511  -0.274
40 H -1.98139 5.17192 -3.14113  0.390
41 H -0.95416 3.98784 -2.41070  -0.145
42 H -0.25053 5.33608 -3.32121  0.369
43 H 0.16456 4.37927 -0.79871  0.152
44 C -4.01026 -0.74885 6.01865  -1.480
45 C -3.47930 -0.06864 4.73582  1.153
46 C -4.68283 0.22281 3.63263  -0.655
47 O -3.09855 1.22635 5.16211  -0.602
48 H -4.31668 -1.75115 5.71930  0.346
49 H -4.65622 -0.20071 6.70450  0.351
50 H -3.21349 -0.84834 6.75578  0.270
51 H -2.56091 -0.51510 4.35460  -0.151
52 H -5.46072 0.74946 4.18548  0.387
53 H -5.09354 -0.64448 3.11570  0.380
54 H -4.28148 0.86800 2.85113  -0.220
55 H -2.87967 1.82303 4.44262  0.211
56 C 0.91705 -5.31176 2.25769  -1.188
57 C 0.38328 -4.00746 2.59291  3.245
58 C -1.06053 -3.89705 3.11331  -0.616
59 O 1.17270 -3.51782 3.64457  -0.651
60 H 0.70727 -6.05099 3.03077  0.511
61 H 1.98278 -5.26031 2.03479  -0.033
62 H 0.34387 -5.77390 1.45395  0.023
63 H 0.54843 -3.28955 1.78952  -1.634
64 H -1.31417 -4.44699 4.01959  0.406
65 H -1.72151 -4.17970 2.29397  0.028
66 H -1.22525 -2.87569 3.45652  -0.363
67 H 1.15272 -2.55956 3.69868  0.071
68 C 1.43875 0.36000 7.26156  -1.574
69 C 0.58288 -0.53962 6.36608  0.810
70 C -0.38320 -1.43377 7.19591  -1.539
71 O -0.26415 0.25003 5.59478  -0.321
72 H 1.99012 1.03883 6.61096  0.228
73 H 2.19217 -0.25108 7.75860  0.453
74 H 0.95509 1.03918 7.96362  0.321
75 H 1.34820 -1.08118 5.81012  0.113
76 H 0.20241 -1.98946 7.92828  0.480
77 H -1.07528 -1.97467 6.55051  0.240
78 H -0.97924 -0.77552 7.82801  0.505
79 H -1.02557 0.31398 6.17594  -0.054
80 C -2.72285 2.98664 -5.67075  -1.274
81 C -3.69843 2.13968 -4.87696  0.357
82 C -3.13848 1.14056 -3.84913  -0.180
83 O -4.32917 3.23733 -4.13547  -0.468
84 H -3.04763 3.95665 -6.04716  0.342
85 H -2.22844 2.45570 -6.48424  0.377
86 H -1.78796 3.10178 -5.12227  0.134
87 H -4.38519 1.69191 -5.59527  0.469
88 H -2.67373 0.30107 -4.36621  0.395
89 H -3.82975 0.69022 -3.13678  0.041
90 H -2.29731 1.57421 -3.30832  -0.414
91 H -5.27490 3.28173 -4.29425  0.222
92 C -6.56215 2.94836 -1.49946  -1.435
93 C -6.50569 2.93883 0.03355  0.725
94 C -6.55465 1.55427 0.71891  -1.089
95 O -5.40087 3.76916 0.36363  -0.388
96 H -6.56040 3.96541 -1.89153  0.416
97 H -7.50604 2.71221 -1.99080  0.534
98 H -5.71356 2.45956 -1.97806  0.094
99 H -7.42151 3.44716 0.33516  0.213
100 H -7.30855 0.91818 0.25508  0.495
101 H -6.82613 1.51739 1.77391  0.319
102 H -5.63567 0.99531 0.54239  0.003
103 H -4.90460 3.34342 1.06652  -0.088
104 C 0.55307 -3.70349 -6.32105  -0.696
105 C -0.38695 -4.06763 -5.12289  0.039
106 C -0.09150 -3.25637 -3.78823  -0.157
107 O -1.72691 -3.69955 -5.39014  -0.527
108 H 1.35921 -4.42020 -6.47776  0.392
109 H 1.06870 -2.76532 -6.11597  -0.358
110 H -0.04984 -3.78658 -7.22532  0.382
111 H -0.22241 -5.12842 -4.93376  0.357
112 H -0.10158 -2.17330 -3.91056  0.483
113 H 0.91110 -3.42780 -3.39644  0.506
114 H -0.78055 -3.51705 -2.98489  -0.625
115 H -2.14212 -4.49047 -5.74178  0.377
116 C 4.95493 -5.03158 1.99353  -1.619
117 C 5.04956 -3.67351 1.25459  0.440
118 C 3.82214 -3.30581 0.38094  0.619
119 O 5.22838 -2.68735 2.19294  -0.608
120 H 5.01167 -5.88738 1.32086  0.480
121 H 4.13693 -5.19737 2.69460  0.283
122 H 5.81868 -5.34947 2.57746  0.445
123 H 5.99038 -3.60108 0.70896  0.076
124 H 3.91711 -2.25458 0.10891  -0.314
125 H 2.89428 -3.56795 0.88933  -0.561
126 H 3.85052 -3.95072 -0.49735  0.462
127 H 4.43087 -2.64457 2.72564  0.295
128 C -1.14072 -5.59025 -1.10365  -0.053
129 C -2.14630 -6.65699 -0.87613  0.342
130 C -3.12030 -6.45845 0.26756  -1.261
131 O -2.82134 -6.77770 -2.10953  -0.657
132 H -0.57077 -5.91515 -1.97411  0.342
133 H -0.35307 -5.42643 -0.36821  -0.045
134 H -1.57712 -4.62316 -1.35342  -0.540
135 H -1.82973 -7.65884 -0.58597  0.545
136 H -3.80685 -7.29890 0.36957  0.402
137 H -3.80496 -5.61449 0.18347  0.162
138 H -2.62402 -6.31881 1.22792  0.344
139 H -2.61137 -7.66352 -2.41423  0.351
140 C 3.20640 -1.36286 -6.53377  -0.606
141 C 3.48134 -2.02498 -5.22985  -0.726
142 O 2.99881 -1.42755 -4.03600  -0.369
143 O 3.38020 -2.16268 -7.68142  -0.558
144 H 3.83784 -0.49089 -6.70423  0.361
145 H 2.21279 -0.91691 -6.57808  0.402
146 H 4.56161 -2.13288 -5.13249  0.510
147 H 3.12087 -3.04623 -5.35315  0.426
148 H 2.11645 -1.63667 -3.72086  -0.024
149 H 2.69147 -1.97090 -8.32209  0.350
150 C 7.89845 -0.13348 -0.74761  -1.150
151 C 6.61823 -0.81960 -0.30315  0.449
152 O 6.14627 -0.45484 1.00803  -0.588
153 O 7.76889 1.19635 -1.13496  -0.464
154 H 8.14420 -0.85410 -1.52762  0.400
155 H 8.72439 -0.32198 -0.06176  0.477
156 H 6.94180 -1.85928 -0.35285  0.176
157 H 5.83810 -0.78881 -1.06378  0.009
158 H 5.77483 -1.22608 1.44258  0.328
159 H 8.34020 1.58897 -0.47085  0.324
160 C 5.59902 0.89305 -3.99185  0.613
161 C 4.93468 2.19832 -3.51189  0.364
162 O 5.75673 3.00196 -2.67148  -0.514
163 O 6.47617 1.24159 -5.06809  -0.592
164 H 4.96998 0.15166 -4.48456  -0.603
165 H 6.24065 0.42345 -3.24626  0.018
166 H 4.10517 2.07635 -2.81537  -0.343
167 H 4.63011 2.74320 -4.40545  0.362
168 H 6.48812 2.41255 -2.47333  0.260
169 H 7.31971 1.34355 -4.62127  0.395
170 C -3.02684 5.19799 1.81224  0.441
171 C -3.84205 5.00374 3.05700  -0.764
172 O -4.67096 3.83462 2.93217  -0.231
173 O -3.76023 5.85997 0.70768  -0.687
174 H -2.68136 4.24335 1.41551  -0.500
175 H -2.28464 5.92204 2.14838  0.617
176 H -4.34265 5.93165 3.33357  0.420
177 H -3.13804 4.73036 3.84296  0.219
178 H -5.42856 3.89303 3.51887  0.191
179 H -4.44284 5.26292 0.39277  0.611
180 C 0.49746 4.50804 3.93391  -0.440
181 C 0.70861 3.43957 5.03792  -0.652
182 O 0.90824 2.23759 4.38599  1.496
183 O 1.55109 4.50829 3.00247  -0.440
184 H 0.59760 5.42854 4.50903  0.607
185 H -0.42109 4.35000 3.36875  0.087
186 H -0.04123 3.56593 5.81887  0.469
187 H 1.62787 3.81899 5.48413  0.297
188 H 0.51679 1.51805 4.88663  -0.295
189 H 1.42793 5.27090 2.43252  0.295
190 C -4.51304 -2.48977 -1.21753  0.696
191 C -4.25693 -3.31426 -2.51996  -0.103
192 O -4.61649 -4.66628 -2.31272  -0.698
193 O -5.86217 -2.70064 -0.79966  -0.560
194 H -4.50020 -1.41669 -1.40841  -0.119
195 H -3.73195 -2.76649 -0.50941  -0.315
196 H -3.22647 -3.21100 -2.85993  -0.036
197 H -5.03741 -3.11459 -3.25419  0.382
198 H -3.93005 -5.30696 -2.11287  0.344
199 H -6.01887 -3.62690 -0.99733  0.418
200 C 5.74930 2.65993 1.32213  0.345
201 C 5.03755 3.83546 0.72923  -0.884
202 O 3.79065 4.07922 1.28709  -0.354
203 O 4.67742 1.70605 1.35425  0.479
204 H 6.21363 2.84011 2.29168  0.339
205 H 6.59349 2.41706 0.67680  -0.366
206 H 4.71737 3.90558 -0.31032  0.382
207 H 5.58109 4.77791 0.79596  0.575
208 H 3.82748 5.03728 1.33584  0.273
209 H 5.05797 0.85863 1.11204  -0.023

Calculated values
Expectation value of S² ... 0.76
F_max ... 5.8 eV/A
E ... -4342.55065 hartree
Charge ... +2
Spin multiplicity ... 2
E_LUMO (alpha / beta) ... -5.65 / -7.00 eV
HOMO (alpha / beta) ... -12.8 / -12.8 eV